1.
Density functional theory data (ωB97M-V/def2-TZVPD) for C2H8N2 in the gas phase at a distorted geometry.

Calculated values
* relative energy (zero: lowest compared OMol25 entry of this formula, charge and spin): 58.6 kJ/mol
* HOMO level: -8.65 eV
* net charge: 0

```
12
Properties=species:S:1:pos:R:3:lowdin_charge:R:1
N 0.5993 -0.2143 0.3526 -0.12
N -0.7908 -0.3927 -1.6296 -0.02
C 0.4213 0.0908 1.7498 -0.16
C -0.2381 0.5301 -0.6255 -0.30
H 1.5371 -0.2281 -0.0318 0.10
H -0.9885 1.0867 -0.0799 0.10
H -0.4959 0.6719 1.9274 0.07
H 0.3369 1.1955 -1.2910 0.10
H -0.1429 -1.1395 -1.8411 0.05
H 1.2214 0.5963 2.2849 0.07
H -1.6337 -0.8290 -1.2668 0.05
H 0.2044 -0.8063 2.3313 0.06
```

---

2.
Density functional theory data (ωB97M-V/def2-TZVPD) for a 2-piece molecular cluster, C2H8N2O overall at a distorted geometry.

Calculated values
* relative energy (zero: lowest compared OMol25 entry of this formula, charge and spin): 146.0 kJ/mol
* HOMO level: -9.18 eV
* net charge: 0

```
13
Properties=species:S:1:pos:R:3:lowdin_charge:R:1
O 2.3710 -0.9932 0.8068 -0.14
N -0.6622 -0.2729 0.0151 -0.04
N 1.1061 0.1683 -1.5057 0.03
C -1.9012 0.0345 0.7136 -0.09
C -0.0877 0.3806 -1.0459 -0.30
H 0.0309 -0.7979 0.5309 0.10
H -1.7415 -0.0863 1.7795 0.08
H -2.7377 -0.7003 0.4832 0.10
H -2.3204 0.9843 0.6001 0.05
H 1.3890 1.0063 -2.0393 0.05
H 3.2355 -0.5319 1.0220 0.06
H -0.6071 1.2748 -1.4461 0.13
H 1.9254 -0.4664 0.0857 -0.03
```

---

3.
Density functional theory data (ωB97M-V/def2-TZVPD) for C2H8N2O in the gas phase at a distorted geometry.

Calculated values
* relative energy (zero: lowest compared OMol25 entry of this formula, charge and spin): 565.8 kJ/mol
* HOMO level: -8.00 eV
* net charge: 0

```
13
Properties=species:S:1:pos:R:3:lowdin_charge:R:1
O -0.9487 0.2240 -0.5047 -0.11
N -2.4658 0.0280 0.2372 0.06
N 0.9995 -0.6120 -0.1609 -0.12
C -0.4058 -0.3129 0.6203 -0.30
C 1.8969 0.4750 -0.4831 -0.18
H 2.9214 0.0953 -0.5451 0.07
H 1.6539 0.9641 -1.4323 0.07
H 0.9088 -1.2823 -0.9182 0.08
H -0.7157 -1.2984 0.9746 0.10
H -2.7200 0.9043 0.6874 0.07
H -0.1364 0.4094 1.3942 0.11
H 1.8626 1.2217 0.3120 0.07
H -2.8505 -0.8163 -0.1814 0.07
```

---

4.
Density functional theory data (ωB97M-V/def2-TZVPD) for a 2-piece molecular cluster, C2H8N2O overall.

Calculated values
* relative energy (zero: lowest compared OMol25 entry of this formula, charge and spin): 52.6 kJ/mol
* HOMO level: -9.37 eV
* net charge: 0

```
13
Properties=species:S:1:pos:R:3:lowdin_charge:R:1
O -1.9880 0.9957 0.3653 0.00
N 2.1811 -0.7770 -1.9157 0.02
N -0.0385 -0.1655 0.3670 -0.04
C 0.1400 -0.1632 1.8017 -0.08
C -1.0861 0.4367 -0.2247 -0.40
H 3.0365 -0.3375 -1.6015 0.02
H 1.1884 -0.3025 2.0423 0.08
H -0.4681 -0.9272 2.2892 0.08
H 2.3892 -1.7366 -2.1565 0.02
H 1.8647 -0.2987 -2.7483 0.02
H 0.5881 -0.7130 -0.2037 0.08
H -0.2131 0.7868 2.2016 0.08
H -1.0380 0.3961 -1.3255 0.12
```

---

5.
Density functional theory data (ωB97M-V/def2-TZVPD) for C2H8N2O2 as an isolated structure at a distorted geometry.

Calculated values
* relative energy (zero: lowest compared OMol25 entry of this formula, charge and spin): 485.0 kJ/mol
* HOMO level: -9.41 eV
* net charge: 0

```
14
Properties=species:S:1:pos:R:3:lowdin_charge:R:1
O -0.4108 -1.5556 0.4203 -0.17
O -1.1086 0.6500 0.3056 -0.09
N 1.2043 1.6496 0.0146 0.00
N -1.2309 -1.7922 1.5706 0.04
C 1.4643 0.8540 -1.0449 -0.11
C -0.7778 -0.4076 -0.3157 -0.44
H 1.0975 1.2190 -1.9998 0.09
H 1.7066 1.3627 0.8494 0.10
H 0.1465 1.6085 0.2478 0.08
H 0.4058 -0.1632 -0.9592 0.11
H -1.4446 -0.8741 1.9644 0.07
H 2.4169 0.3340 -1.0713 0.10
H -2.1055 -2.1867 1.2231 0.08
H -1.3637 -0.6984 -1.2047 0.14
```

---

6.
Density functional theory data (ωB97M-V/def2-TZVPD) for a 2-piece molecular cluster, C2H8N2O2 overall.

Calculated values
* relative energy (zero: lowest compared OMol25 entry of this formula, charge and spin): 81.6 kJ/mol
* HOMO level: -9.36 eV
* net charge: 0

```
14
Properties=species:S:1:pos:R:3:lowdin_charge:R:1
O -2.4528 -1.3614 -0.2592 -0.05
O 2.3706 -0.4495 0.8242 0.01
N -0.6676 1.9473 -0.4314 0.01
N 0.2650 -0.2593 0.0040 0.02
C 1.2319 -0.8602 0.7531 -0.37
C 0.5005 1.0870 -0.4960 -0.28
H 0.8302 -1.7509 1.2648 0.13
H 1.3039 1.5203 0.0865 0.11
H -2.4593 -2.1053 -0.8701 0.06
H -0.6992 -0.5959 0.0047 0.07
H -0.8521 2.1454 0.5423 0.07
H 0.9004 1.1102 -1.5149 0.12
H -1.5155 1.5451 -0.8146 0.05
H -3.1851 -0.7709 -0.4800 0.06
```

---

Number 1: gap between HOMO and LUMO 9.878 eV, E_tot -190.4765 hartree. Number 2: gap between HOMO and LUMO 10.101 eV, E_tot -265.7275 hartree. Number 3: gap between HOMO and LUMO 8.897 eV, E_tot -265.5676 hartree. Number 4: gap between HOMO and LUMO 10.038 eV, E_tot -265.7631 hartree. Number 5: gap between HOMO and LUMO 9.551 eV, E_tot -340.8457 hartree. Number 6: gap between HOMO and LUMO 9.615 eV, E_tot -340.9993 hartree.